No. 1
The following is a quantum chemistry calculation of an isolated ion of composition C5H15N2 and charge +1, from OMol25.

Last column: Mulliken charge in e.
Positions of all 22 atoms, in Å:
C  1.446  -0.648  1.270  -1.48
C  0.238  0.338  1.287  0.65
C  0.524  1.620  2.011  -1.46
N  -0.120  0.598  -0.154  -0.48
C  -1.423  0.139  -0.643  -0.47
C  -1.210  -0.964  -1.677  -0.63
N  0.208  -0.964  -2.178  -0.27
H  1.646  -1.156  2.199  0.41
H  2.407  -0.146  1.122  0.32
H  1.260  -1.475  0.564  0.33
H  -0.621  -0.119  1.773  0.24
H  -0.462  2.182  2.039  0.36
H  0.852  1.432  3.027  0.39
H  1.080  2.326  1.376  0.37
H  0.024  1.557  -0.464  0.24
H  -2.140  -0.120  0.142  0.35
H  -2.038  0.968  -1.034  0.43
H  -1.441  -1.972  -1.357  0.31
H  -1.897  -0.826  -2.579  0.33
H  0.338  -0.519  -3.103  0.38
H  0.718  -0.343  -1.448  0.32
H  0.611  -1.907  -2.172  0.36

Total charge ... +1
Frontier orbital gap ... 0.38488 hartree
SMILES string ... CC(C)NCC[NH3+]

***

No. 2
The following is a quantum chemistry calculation of a 15-piece molecular cluster, C49H132N4O15 overall, from OMol25.

Last column: Mulliken charge in e.
Positions of all 200 atoms, in Å:
C  1.369  5.543  -1.830  -0.64
C  2.335  4.458  -1.571  0.96
C  1.636  3.259  -0.936  -0.47
O  2.869  3.980  -2.909  -0.15
H  0.342  5.106  -2.006  0.13
H  1.622  6.096  -2.694  -0.21
H  1.334  6.241  -0.954  0.36
H  3.166  4.901  -0.988  0.20
H  1.389  3.523  0.077  0.56
H  2.374  2.402  -0.855  -0.01
H  0.722  3.115  -1.468  -0.68
H  3.032  3.065  -2.812  -0.23
C  -4.550  -1.077  -4.862  -1.10
C  -5.281  -1.419  -3.519  0.78
C  -5.736  -2.887  -3.361  -1.34
O  -4.328  -1.060  -2.588  0.32
H  -3.635  -1.674  -5.107  0.21
H  -4.117  -0.024  -4.887  0.10
H  -5.171  -1.064  -5.771  0.44
H  -6.195  -0.743  -3.609  0.13
H  -5.131  -3.747  -3.600  0.28
H  -6.643  -2.922  -4.022  0.40
H  -6.085  -3.074  -2.345  0.29
H  -4.614  -1.375  -1.681  -0.34
C  4.519  5.462  -6.506  -0.87
C  4.093  6.410  -5.354  0.35
C  2.523  6.587  -5.343  -1.10
O  4.470  5.793  -4.165  -0.53
H  5.627  5.249  -6.413  0.26
H  4.334  5.905  -7.490  0.42
H  3.829  4.561  -6.478  -0.02
H  4.578  7.359  -5.480  0.44
H  2.154  5.599  -5.483  0.10
H  2.087  7.178  -6.118  0.46
H  2.259  7.058  -4.436  0.25
H  3.899  5.085  -3.898  0.36
C  4.712  -3.996  5.232  -1.78
C  3.779  -3.003  4.519  1.56
C  2.505  -2.633  5.353  -0.91
O  4.645  -1.901  4.308  -0.71
H  5.131  -3.539  6.114  0.40
H  5.512  -4.356  4.617  0.40
H  4.154  -4.913  5.556  0.40
H  3.494  -3.484  3.508  -0.29
H  2.473  -3.355  6.161  0.58
H  1.594  -2.827  4.830  -0.27
H  2.576  -1.644  5.769  0.33
H  4.379  -1.231  3.630  -0.06
C  5.249  0.632  -4.991  -1.47
C  3.963  1.472  -4.738  0.82
C  2.975  1.484  -5.853  -1.28
O  3.251  1.005  -3.625  0.20
H  5.742  1.120  -5.817  0.46
H  4.797  -0.351  -5.234  0.27
H  5.913  0.496  -4.162  0.20
H  4.265  2.501  -4.488  -0.02
H  2.041  1.908  -5.534  0.09
H  2.782  0.417  -6.079  0.44
H  3.313  1.942  -6.767  0.41
H  2.807  0.188  -3.938  -0.21
C  -0.979  0.996  1.260  0.70
C  -1.087  -0.447  0.950  2.45
C  -1.646  -0.810  -0.404  0.09
O  0.169  -1.126  1.162  1.59
H  -0.568  1.606  0.463  -0.31
H  -0.351  1.205  2.157  -0.54
H  -1.971  1.360  1.515  -0.44
H  -1.664  -0.913  1.722  -1.27
H  -1.594  -1.908  -0.500  -0.84
H  -1.053  -0.344  -1.208  -1.29
H  -2.708  -0.562  -0.503  1.04
H  0.846  -0.741  0.613  -1.23
C  6.066  0.564  -1.122  -0.52
C  6.341  -0.648  -0.301  0.29
C  7.761  -0.530  0.342  -1.67
O  5.256  -0.796  0.671  -0.12
H  6.231  1.538  -0.587  0.23
H  5.034  0.503  -1.497  -0.18
H  6.785  0.397  -1.918  0.42
H  6.346  -1.574  -0.908  0.24
H  7.943  0.429  0.786  0.35
H  8.437  -0.641  -0.476  0.48
H  7.869  -1.304  1.139  0.39
H  5.510  -1.389  1.368  0.10
C  -1.570  -5.457  3.682  -1.27
C  -0.535  -4.357  3.246  0.97
C  0.717  -4.946  2.593  -0.76
O  -1.237  -3.417  2.382  1.54
H  -0.831  -6.129  4.184  0.49
H  -2.156  -5.962  2.858  0.10
H  -2.233  -5.030  4.399  0.35
H  -0.229  -3.776  4.114  -0.09
H  1.436  -4.148  2.312  -0.31
H  0.368  -5.223  1.570  0.10
H  1.171  -5.780  3.077  0.64
H  -0.566  -2.778  2.046  -1.15
C  -1.116  -4.956  -1.093  -0.75
C  -2.628  -4.820  -0.918  1.64
C  -3.350  -5.998  -1.579  -1.67
O  -3.081  -4.843  0.498  -0.63
H  -0.932  -4.736  -2.157  0.41
H  -0.743  -5.976  -0.845  0.47
H  -0.647  -4.259  -0.346  -0.44
H  -2.839  -3.820  -1.338  -0.48
H  -3.195  -5.938  -2.688  0.37
H  -4.435  -6.005  -1.365  0.36
H  -2.989  -6.979  -1.264  0.36
H  -2.381  -4.491  1.075  0.01
C  -3.428  0.803  5.884  -1.24
C  -2.220  0.414  5.064  0.46
C  -1.338  -0.683  5.699  -1.39
O  -2.661  -0.093  3.765  0.03
H  -3.979  1.679  5.431  0.07
H  -3.160  0.928  6.937  0.48
H  -4.089  -0.074  5.806  0.25
H  -1.520  1.205  4.868  0.42
H  -0.558  -1.036  4.982  0.01
H  -1.899  -1.588  5.917  0.43
H  -0.900  -0.348  6.679  0.44
H  -3.245  -0.863  3.949  -0.14
C  -2.652  3.186  -4.606  -1.71
C  -1.538  2.709  -3.737  1.02
C  -1.683  1.243  -3.361  0.08
O  -0.257  2.832  -4.376  -0.44
H  -2.655  4.272  -4.793  0.36
H  -3.577  2.752  -4.226  0.35
H  -2.507  2.637  -5.515  0.42
H  -1.516  3.343  -2.858  0.06
H  -1.650  0.655  -4.284  0.25
H  -2.671  1.082  -2.882  0.15
H  -0.968  0.953  -2.587  -0.70
H  0.191  3.696  -4.155  0.17
C  -2.196  4.388  1.536  -0.98
C  -3.603  4.343  2.098  0.13
C  -3.943  2.907  2.474  0.73
O  -5.242  2.982  3.123  -0.44
C  -5.793  1.722  3.629  -0.31
N  -3.718  5.289  3.167  -0.78
H  -1.807  5.410  1.386  0.47
H  -2.121  3.800  0.597  0.06
H  -1.518  3.816  2.222  0.06
H  -4.352  4.583  1.332  0.37
H  -3.190  2.444  3.046  -0.30
H  -4.043  2.296  1.556  0.04
H  -6.119  1.921  4.646  0.36
H  -5.066  0.978  3.587  -0.19
H  -6.664  1.403  3.043  0.29
H  -4.701  5.302  3.595  0.35
H  -3.168  4.861  3.935  0.31
C  -6.337  -3.750  1.689  -1.82
C  -5.055  -2.943  1.627  1.96
C  -5.433  -1.425  1.490  -0.42
O  -5.652  -1.179  0.127  -0.08
C  -6.458  -0.036  -0.096  -0.94
N  -4.388  -3.045  2.870  -0.32
H  -7.177  -3.342  1.079  0.27
H  -6.707  -3.776  2.709  0.45
H  -6.087  -4.777  1.438  0.49
H  -4.499  -3.221  0.734  -0.88
H  -4.618  -0.875  1.912  -0.30
H  -6.271  -1.123  2.159  0.38
H  -6.931  -0.014  -1.079  0.18
H  -5.838  0.835  0.016  0.24
H  -7.256  0.029  0.647  0.45
H  -4.671  -3.885  3.391  0.34
H  -3.382  -3.170  2.751  -0.31
C  1.813  0.866  3.955  -1.19
C  2.644  0.905  2.673  2.32
C  3.941  1.712  2.811  -1.31
O  3.511  3.156  2.796  -0.20
C  4.439  4.029  3.270  -0.97
N  2.974  -0.469  2.383  2.66
H  2.381  0.306  4.718  0.09
H  0.879  0.399  3.725  -0.12
H  1.568  1.883  4.388  0.36
H  2.139  1.502  1.906  -0.58
H  4.541  1.530  1.932  0.44
H  4.540  1.415  3.681  0.39
H  3.994  4.992  3.047  0.25
H  5.300  3.939  2.602  0.34
H  4.608  3.942  4.271  0.33
H  2.090  -1.021  2.379  -1.06
H  3.289  -0.454  1.431  -1.37
C  2.873  -2.925  -0.258  -0.71
C  2.636  -1.977  -1.433  1.08
C  1.428  -2.487  -2.178  -1.03
O  1.354  -1.714  -3.404  -0.27
C  0.165  -1.907  -4.083  -0.56
N  2.307  -0.567  -1.020  1.45
H  3.531  -2.400  0.403  -0.19
H  3.280  -3.869  -0.645  0.80
H  1.990  -3.200  0.295  -0.52
H  3.489  -1.943  -2.141  0.33
H  0.511  -2.373  -1.595  -0.50
H  1.486  -3.449  -2.552  1.03
H  0.152  -1.065  -4.830  0.25
H  -0.708  -1.861  -3.435  0.14
H  0.172  -2.941  -4.606  0.20
H  3.161  -0.060  -0.751  -0.81
H  1.907  -0.191  -1.844  -0.64

Frontier orbital gap ... 0.36093 hartree

***

Question: frontier orbital gap of number 2 (C49H132N4O15)?
Answer: 0.36093 hartree